Below is the molecule C2H8ClN2OP, with properties calculated with wB97M-V/def2-TZVPD.

Geometry as ORCA input:
```
! wB97M-V def2-TZVPD RIJCOSX def2/J DEFGRID3
* xyz 0 1
C 0.0397 -2.3269 -1.2603
N 0.4058 -0.8559 -1.1827
P -0.3738 0.0345 -0.0184
O -0.6068 -0.9545 1.2746
Cl -1.8459 1.0562 -0.9642
N 0.5290 1.2957 0.4290
C 0.1930 1.9379 1.7204
H -0.7999 -2.6049 -1.8512
H 0.8345 -2.8016 -1.6950
H -0.1755 -2.4934 -0.1954
H 0.3812 -0.4879 -2.1906
H 1.2597 1.8749 0.0074
H -0.4262 1.1882 2.2783
H 1.1804 2.3682 2.1866
H -0.5953 2.7695 1.4614
*
```

HOMO-LUMO gap ... 0.3734 Eh
SMILES ... CNP(=O)(Cl)NC
Molar mass ... 142.53 u
Lowest unoccupied orbital energy ... 0.61 eV


Below is a cluster of 2 separate species, C2H8ClN2P in total, with properties calculated with wB97M-V/def2-TZVPD.

Geometry as ORCA input:
```
! wB97M-V def2-TZVPD RIJCOSX def2/J DEFGRID3
* xyz 0 1
C 0.0582 2.3581 -0.2359
C -0.0801 -2.1881 0.1146
N 1.0577 1.4474 0.2555
N -0.5209 -1.2675 -0.8984
P 1.6821 0.3625 -0.8011
Cl 2.5909 -0.8880 0.4173
H -0.3276 1.8942 -1.1736
H -0.6857 2.3217 0.4715
H 0.4021 3.4071 -0.4597
H 0.6790 -2.8612 -0.2194
H 0.2282 -1.5577 0.8953
H -0.9055 -2.8853 0.3736
H 1.2496 1.4940 1.2925
H -0.3875 -1.6940 -1.8774
*
```

HOMO-LUMO gap (spin up / spin down) ... 0.3143 / 0.2610 Eh
Molar mass ... 126.53 u
Lowest unoccupied orbital energy (spin up / spin down) ... 0.20 / 0.24 eV


Below is a structure of composition C2H8LiO6S, with properties calculated with wB97M-V/def2-TZVPD.

Geometry as ORCA input:
```
! wB97M-V def2-TZVPD RIJCOSX def2/J DEFGRID3
* xyz -1 1
Li -0.3416 -0.0339 0.3582
S -1.6126 2.2581 -1.4548
O -2.5656 1.4311 -2.1868
O -0.6886 1.3341 -0.7748
O -0.9036 3.1611 -2.2928
O -2.2786 3.0301 -0.3848
C 0.2584 -2.3499 -1.8508
O 0.6644 -1.2859 -1.1378
H 1.0984 -2.8939 -2.1738
H -0.2126 -2.1909 -2.7538
H -0.4566 -3.0159 -1.3668
H 1.5484 -1.3819 -0.9138
C 0.5934 0.3101 3.0022
O 1.3454 0.0131 1.7492
H 0.3734 1.5001 3.2442
H 1.2294 -0.1259 3.8672
H -0.3156 -0.2919 3.1162
H 2.2634 0.5331 1.9532
*
```

HOMO-LUMO gap ... 0.1574 Eh
Molar mass ... 167.09 u
Lowest unoccupied orbital energy ... 1.79 eV


Below is a cluster of 2 separate species, C2H8N in total, with properties calculated with wB97M-V/def2-TZVPD.

Geometry as ORCA input:
```
! wB97M-V def2-TZVPD RIJCOSX def2/J DEFGRID3
* xyz 1 1
C -1.7425 0.1893 0.0294
C 0.4982 -0.7945 -0.1190
N 1.3257 0.4196 0.0490
H -1.6339 0.6236 -1.0439
H -2.2273 -0.6997 0.2665
H -1.2856 0.6043 0.8403
H 0.7344 -1.4307 -0.9284
H 0.1856 -1.2153 0.8224
H 0.9599 1.1141 -0.6268
H 2.2977 0.2088 0.0682
H 1.2067 0.6423 0.9735
*
```

HOMO-LUMO gap (spin up / spin down) ... 0.3277 / 0.3524 Eh
Molar mass ... 46.09 u
Lowest unoccupied orbital energy (spin up / spin down) ... -4.93 / -4.59 eV


Below is the ion C2H8N2 with charge -1, with properties calculated with wB97M-V/def2-TZVPD.

Geometry as ORCA input:
```
! wB97M-V def2-TZVPD RIJCOSX def2/J DEFGRID3
* xyz -1 2
N 1.6404 -0.6903 0.8260
C 0.7767 0.3461 0.2742
C -0.4966 -0.1889 -0.3419
N -1.4010 0.9249 -0.6922
H 1.4273 -1.6154 0.4544
H 1.3628 -0.9568 1.7743
H 1.3072 0.9448 -0.4796
H 0.5755 1.0618 1.0716
H -0.4057 -0.8295 -1.2298
H -1.0120 -0.8358 0.3683
H -1.4486 1.1317 -1.6782
H -2.3260 0.7074 -0.3471
*
```

HOMO-LUMO gap (spin up / spin down) ... 0.1167 / 0.3557 Eh
Molar mass ... 60.10 u
Lowest unoccupied orbital energy (spin up / spin down) ... 4.65 / 4.75 eV


Below is a cluster of 2 separate species, C2H8N2 in total, with properties calculated with wB97M-V/def2-TZVPD.

Geometry as ORCA input:
```
! wB97M-V def2-TZVPD RIJCOSX def2/J DEFGRID3
* xyz -1 2
C -4.2558 -1.3695 -3.6413
H -4.1845 -1.0297 -4.6715
H -3.5605 -0.8390 -2.9914
H -5.2205 -1.1917 -3.1736
H -4.0044 -2.4289 -3.7002
N 2.2962 1.7591 2.5320
C 3.0902 0.6391 2.7712
N 4.2775 0.6460 2.2745
H 1.2885 1.6542 2.5073
H 2.6414 2.1362 1.6630
H 2.8003 0.0860 3.6600
H 4.8318 -0.0617 2.7700
*
```

HOMO-LUMO gap (spin up / spin down) ... 0.0590 / 0.3116 Eh
Molar mass ... 60.10 u
Lowest unoccupied orbital energy (spin up / spin down) ... 3.12 / 3.02 eV


Below is a cluster of 2 separate species, C2H8N2 in total, with properties calculated with wB97M-V/def2-TZVPD.

Geometry as ORCA input:
```
! wB97M-V def2-TZVPD RIJCOSX def2/J DEFGRID3
* xyz 0 1
H 1.1500 0.5716 -0.5210
N 1.8920 1.1075 -0.0714
C 2.9612 0.7697 -0.6561
N 4.1902 1.2903 -0.3280
H 2.9860 -0.0659 -1.3511
H 4.8119 1.5766 -1.0607
H 4.1707 1.8619 0.5021
C -7.3440 -2.6265 0.8804
H -8.0486 -3.2844 1.3728
H -7.4983 -2.7183 -0.1889
H -7.4583 -1.5824 1.1286
H -6.3851 -3.0446 1.1726
*
```

HOMO-LUMO gap ... 0.3914 Eh
SMILES ... [H]/N=C/N.C
Molar mass ... 60.10 u
Lowest unoccupied orbital energy ... 1.13 eV


Below is a cluster of 2 separate species, C2H8N2 in total, with properties calculated with wB97M-V/def2-TZVPD.

Geometry as ORCA input:
```
! wB97M-V def2-TZVPD RIJCOSX def2/J DEFGRID3
* xyz 0 1
C -0.5754 1.8912 -0.2536
C 0.3205 1.0133 -0.7187
N 1.5021 1.4046 -1.3492
H -0.3810 2.9417 -0.3683
H -1.4124 1.4957 0.2971
H 0.2179 -0.0641 -0.6961
H 2.0253 2.1888 -1.0298
H 1.9317 0.7232 -1.9233
N -1.0241 -3.4322 1.8562
H -1.4054 -4.0573 1.1666
H -1.1746 -3.9359 2.7229
H -1.6953 -2.6624 1.8725
*
```

HOMO-LUMO gap ... 0.3369 Eh
SMILES ... C=CN.N
Molar mass ... 60.10 u
Lowest unoccupied orbital energy ... 1.04 eV


Asked for F_max across the records above, the calculation gives 6.6 2.7 4.1 5.8 1.7 2.3 0.7 1.3 eV Å⁻¹ in order.
Asked for calculated total energy across the records above, the calculation gives -29043.2314 -26992.8119 -25528.9874 -3682.7819 -5181.9614 -5181.9675 -5183.5169 -5183.1311 eV in order.
Asked for energy above the lowest of the compared OMol25 structures with the same formula, charge and spin across the records above, the calculation gives 1.231 2.749 0.000 4.383 0.326 0.320 0.221 0.607 eV in order.